*a*
C3H3Br2F as an isolated structure. Source: the Open Molecules 2025 dataset; level of theory: ωB97M-V/def2-TZVPD.

Structure (XYZ):
```
9
Properties=species:S:1:pos:R:3:nbo_charge:R:1
H 1.243 0.796 1.092 0.21
C 0.381 -0.254 -0.400 -0.33
Br -1.897 1.474 -0.359 -0.06
Br -2.024 -1.708 -0.347 0.12
H 2.315 0.692 -0.499 0.23
C 1.428 0.413 0.078 -0.31
F -0.850 -0.413 1.610 -0.34
C -0.925 -0.321 0.231 0.26
H 0.330 -0.681 -1.407 0.23
```

- orbital gap (eV) = 9.7
- net charge = 0

=====

*b*
A 3-piece molecular cluster, C3H3Br2F overall. Source: the Open Molecules 2025 dataset; level of theory: ωB97M-V/def2-TZVPD.

Structure (XYZ):
```
9
Properties=species:S:1:pos:R:3:nbo_charge:R:1
H 1.188 -2.351 0.901 0.23
Br -0.149 2.742 -0.112 -0.19
C 2.132 -0.580 -0.100 -0.22
H -0.029 3.100 -1.467 0.19
C -2.259 -0.052 0.638 0.26
H 2.563 0.257 -0.560 0.23
F -2.682 -1.018 1.408 -0.32
Br -2.378 -0.571 -1.119 0.06
C 1.614 -1.527 0.411 -0.24
```

- orbital gap (eV) = 9.3
- net charge = 0

=====

Referenced to the most stable arrangement, the calculated values in kJ/mol are *a* 0.0; *b* 370.2.

=====

*a*
An isolated molecule of C22H27N3O3. Source: the Open Molecules 2025 dataset; level of theory: ωB97M-V/def2-TZVPD.

Structure (XYZ):
```
55
Properties=species:S:1:pos:R:3:nbo_charge:R:1
H 3.906 1.832 -2.397 0.20
C 6.233 -0.240 0.826 -0.26
H 0.357 3.088 0.093 0.20
H -3.395 3.065 0.347 0.20
C -0.340 0.640 1.075 0.80
C -5.015 1.699 0.107 -0.13
H 2.679 1.155 2.103 0.19
C 6.601 -2.611 0.816 -0.23
C 5.895 -0.267 -0.521 0.08
H 6.872 -3.518 1.334 0.21
C -4.463 -0.633 0.284 -0.15
C 5.928 -1.485 -1.192 -0.25
H -9.077 -1.197 0.384 0.19
H 6.841 -1.365 2.539 0.21
H -8.769 -1.230 -1.361 0.19
C -8.528 -3.154 -0.382 -0.62
C 4.023 1.027 -1.667 -0.20
N 0.851 1.318 1.143 -0.46
C 6.583 -1.402 1.491 -0.19
H 1.892 3.091 0.981 0.21
C -3.697 2.026 0.329 -0.27
C 2.778 0.129 0.209 -0.25
H 6.215 0.700 1.359 0.21
C -3.141 -0.311 0.507 -0.22
C 6.274 -2.648 -0.529 -0.20
H -1.291 2.423 0.713 0.39
H -2.409 -1.083 0.673 0.25
C -2.742 1.026 0.534 0.18
H -4.768 -1.668 0.265 0.23
O -7.092 -1.259 -0.165 -0.51
H 3.747 0.082 -2.160 0.17
C -6.838 0.058 -0.165 0.78
C 1.963 2.058 -0.905 -0.23
C 2.031 0.538 1.476 -0.22
H -5.759 2.465 -0.051 0.24
H 3.678 -0.421 0.479 0.22
H 5.700 1.857 -0.621 0.22
H 1.711 -0.345 2.027 0.25
C -5.415 0.363 0.080 -0.21
H 1.278 1.459 -1.535 0.17
H 2.256 2.951 -1.462 0.20
O -7.695 0.891 -0.351 -0.61
H 5.682 -1.519 -2.244 0.21
H -8.196 -3.536 0.580 0.21
N -1.425 1.423 0.723 -0.62
C 5.503 0.987 -1.248 -0.45
H 6.106 1.071 -2.156 0.22
C 1.220 2.482 0.367 -0.21
H -9.553 -3.467 -0.555 0.22
H 2.128 -0.534 -0.391 0.17
H -7.892 -3.570 -1.159 0.21
C -8.446 -1.639 -0.397 -0.07
H 6.293 -3.587 -1.064 0.21
O -0.432 -0.532 1.372 -0.65
N 3.154 1.317 -0.539 -0.46
```

- orbital gap (eV) = 9.0
- net charge = 0
- SMILES = CCOC(=O)c1ccc(NC(=O)N2CCN(CCc3ccccc3)CC2)cc1

=====

*b*
An isolated molecule of C22H27N3O3. Source: the Open Molecules 2025 dataset; level of theory: ωB97M-V/def2-TZVPD.

Structure (XYZ):
```
55
Properties=species:S:1:pos:R:3:nbo_charge:R:1
H -5.395 5.955 0.016 0.22
C -1.607 2.322 -1.275 -0.16
H 1.656 -4.722 2.904 0.25
C 1.706 -0.460 -1.341 -0.06
C 3.496 -1.287 0.189 -0.21
N 2.775 -3.143 2.237 -0.63
O 1.857 -4.449 0.640 -0.68
H -4.466 6.682 -1.302 0.22
H -5.366 3.753 -1.152 0.17
C -0.151 -1.451 5.368 -0.20
C 2.032 -3.778 3.308 -0.26
C 2.555 -2.829 -1.379 -0.22
C -2.245 3.613 -3.634 -0.28
H 3.356 -2.590 -2.083 0.19
N 3.059 -2.648 -0.031 -0.46
C -1.172 -1.776 3.225 -0.20
H -0.152 -0.995 6.347 0.21
H 3.996 -1.179 1.152 0.20
C -2.776 3.059 -1.356 -0.34
H -0.400 2.827 -4.375 0.24
H 0.539 -2.232 -0.948 0.20
H 3.158 -2.241 2.462 0.39
C -0.146 -2.629 2.866 -0.25
O 1.493 1.773 -3.009 -0.63
C 2.313 -0.323 0.061 -0.42
H -1.976 -1.575 2.531 0.21
C -0.748 2.220 -2.362 -0.18
C -5.143 4.678 -1.696 -0.06
C -3.114 3.706 -2.542 0.40
H 0.995 -2.029 -2.647 0.22
H -3.717 5.468 -0.266 0.21
O -4.241 4.430 -2.757 -0.51
H -3.410 3.120 -0.486 0.22
C -1.176 -1.184 4.478 -0.22
H 1.558 -0.569 0.814 0.20
H -1.979 -0.519 4.761 0.21
C 0.891 -2.899 3.753 0.06
H 2.712 -3.984 4.140 0.20
C -1.080 2.890 -3.539 -0.14
H 1.682 -2.505 5.702 0.21
H -2.515 4.125 -4.544 0.23
H -6.058 5.012 -2.194 0.20
H 2.272 -3.876 -1.493 0.25
H -0.141 -3.104 1.895 0.23
C 0.534 1.464 -2.328 0.67
H 2.433 -0.109 -2.083 0.23
H -0.284 0.137 -0.992 0.39
C 0.881 -2.300 5.005 -0.25
C 2.497 -3.456 0.934 0.79
C -4.646 5.765 -0.747 -0.64
H 4.235 -1.055 -0.585 0.21
H 2.640 0.705 0.222 0.22
H -1.360 1.856 -0.331 0.21
C 1.344 -1.922 -1.619 -0.42
N 0.551 0.395 -1.492 -0.61
```

- orbital gap (eV) = 9.2
- net charge = 0
- SMILES = CCOc1ccc(C(=O)NC2CCN(C(=O)NCc3ccccc3)CC2)cc1

=====

Referenced to the most stable arrangement, the calculated values in kJ/mol are *a* 26.1; *b* 0.0.

=====

*a*
An isolated molecule of C4H3NOS2. Source: the Open Molecules 2025 dataset; level of theory: ωB97M-V/def2-TZVPD.

Structure (XYZ):
```
11
Properties=species:S:1:pos:R:3:nbo_charge:R:1
S -0.292 -1.734 -0.181 0.23
C -1.931 -0.914 0.019 0.04
H 1.243 1.781 -0.319 0.31
H 2.379 -1.400 0.467 0.16
N -2.116 0.328 0.168 -0.42
H -2.686 -1.593 0.256 0.20
C -0.820 0.912 -0.051 0.59
C 0.329 -0.011 -0.060 -0.35
O -0.778 2.160 -0.125 -0.55
S 3.129 -0.137 0.039 0.09
C 1.544 0.607 -0.212 -0.29
```

- orbital gap (eV) = 8.2
- net charge = 0
- SMILES = O=C1N=CS/C1=C\S

=====

*b*
An isolated molecule of C4H3NOS2. Source: the Open Molecules 2025 dataset; level of theory: ωB97M-V/def2-TZVPD.

Structure (XYZ):
```
11
Properties=species:S:1:pos:R:3:nbo_charge:R:1
O -0.750 -0.969 0.718 -0.33
C -0.924 1.122 -0.610 -0.27
H 2.530 -1.440 1.019 0.26
H -0.440 2.044 -0.895 0.26
C -0.193 0.173 0.069 0.11
S -2.604 1.174 -1.010 0.15
S 2.434 0.851 -0.777 -0.07
C 1.420 -1.285 0.681 -0.05
C 1.193 0.010 0.071 -0.16
H -3.029 0.083 -0.404 0.14
N 0.363 -1.764 1.137 -0.04
```

- orbital gap (eV) = 6.7
- net charge = 0
- SMILES = S=C1C=NO/C1=C\S

=====

Referenced to the most stable arrangement, the calculated values in kJ/mol are *a* 0.0; *b* 116.0.

=====

*a*
ClH2NP2 as an isolated structure. Source: the Open Molecules 2025 dataset; level of theory: ωB97M-V/def2-TZVPD.

Structure (XYZ):
```
6
Properties=species:S:1:pos:R:3:nbo_charge:R:1
H -1.304 -0.150 0.470 0.04
Cl -0.732 -0.391 2.785 -0.30
H 0.791 0.083 -2.588 0.30
N 0.123 0.053 -1.832 -0.75
P 1.396 -0.229 0.083 0.43
P -0.275 0.635 1.082 0.27
```

- orbital gap (alpha / beta) (eV) = 6.3 / 6.3
- net charge = 0

=====

*b*
An isolated molecule of ClH2NP2. Source: the Open Molecules 2025 dataset; level of theory: ωB97M-V/def2-TZVPD.

Structure (XYZ):
```
6
Properties=species:S:1:pos:R:3:nbo_charge:R:1
P 0.809 1.236 -0.767 0.39
N 0.530 -1.432 0.421 -1.17
P -0.445 -0.502 -0.351 0.81
Cl -0.608 1.441 1.302 -0.35
H 0.078 -2.150 0.911 0.37
H -0.364 1.406 -1.516 -0.05
```

- orbital gap (eV) = 7.0
- net charge = 0

=====

*c*
An isolated molecule of ClH2NP2. Source: the Open Molecules 2025 dataset; level of theory: ωB97M-V/def2-TZVPD.

Structure (XYZ):
```
6
Properties=species:S:1:pos:R:3:nbo_charge:R:1
H -0.215 1.974 -0.086 0.36
P 0.038 0.027 0.079 1.11
H -1.095 -1.924 -0.330 -0.02
N -0.953 1.313 0.118 -1.07
P 0.252 -2.048 0.009 -0.09
Cl 1.972 0.658 0.210 -0.28
```

- orbital gap (eV) = 8.5
- net charge = 0
- SMILES = [H]/N=P(\Cl)=P/[H]

=====

Referenced to the most stable arrangement, the calculated values in kJ/mol are *a* 346.7; *b* 60.1; *c* 0.0.